1.
9
Properties=species:S:1:pos:R:3:forces:R:3 method="wB97M-V/def2-TZVPD" energy_ha=-370.53748 homo_lumo_gap_ev=10.60 lumo_energy_ha=0.0338 de_lowest_ev=1.431
F -1.8735 0.0167 1.1922 -0.1 0.6 0.4
F -2.0991 0.6690 -0.8656 0.9 -0.6 0.5
N 1.5555 1.0377 -0.5454 -0.4 0.0 -0.6
C -0.6720 -1.2015 -0.3286 0.2 0.6 -1.2
C 2.2335 1.3264 0.3229 -0.1 -0.2 -0.2
C -1.4525 -0.1685 -0.0422 -0.5 -1.1 -0.7
H -0.2725 -1.7703 0.4831 0.0 -0.1 0.4
H 2.8738 1.5529 1.1133 0.6 0.3 0.8
H -0.2933 -1.4624 -1.3297 -0.5 0.5 0.6

---

2.
8
Properties=species:S:1:pos:R:3:forces:R:3 method="wB97M-V/def2-TZVPD" energy_ha=-1052.78514 homo_lumo_gap_ev=9.98 lumo_energy_ha=-0.0001 de_lowest_ev=2.467
Cl -2.3838 -0.2314 -0.3353 -0.6 0.4 -0.1
S -0.3704 -0.4230 -0.8866 0.8 -0.1 1.2
F 1.1898 1.7402 -0.3673 1.1 -0.4 -1.5
N 0.1485 -1.5556 0.0039 1.5 -2.1 -0.6
C 0.2728 0.9273 0.2371 2.6 -0.1 3.2
H 1.0146 0.2532 1.1721 -3.0 1.9 -2.9
H -0.3256 1.7718 0.5990 -1.4 -1.4 0.5
H 0.4540 -2.4826 -0.4228 -1.1 1.8 0.1

---

3.
68
Properties=species:S:1:pos:R:3:forces:R:3 method="wB97M-V/def2-TZVPD" energy_ha=-1955.59713 spin_multiplicity=5 homo_lumo_gap_ev="5.51 / 6.64" charge=+1 lumo_energy_ha="-0.1508 / -0.1934"
Ru -0.2008 -0.0305 0.3542 -0.1 0.0 0.2
O 0.7560 1.3237 -2.3925 0.0 0.0 0.1
N -3.5247 -0.1767 -0.1072 0.0 0.0 0.0
N 1.1831 1.2627 -0.0420 0.2 0.1 -0.1
N -1.6257 -1.3095 0.8381 -0.3 -0.3 0.0
N -0.1514 2.9990 -1.1350 0.0 -0.1 0.1
N 1.1171 -1.0403 1.4168 0.3 0.0 0.3
N -1.5466 1.1305 -0.4955 -0.3 0.2 -0.1
N -0.2703 -2.9343 2.0358 0.1 0.2 -0.1
N 2.9907 0.4836 1.3168 -0.1 0.0 0.0
C -2.8395 -4.6932 1.5228 0.0 -0.1 0.1
C -2.9127 4.4630 -1.2447 0.0 0.1 0.0
C -4.9184 2.5267 -0.7293 -0.1 0.0 0.0
C 2.7570 3.7766 -2.2053 0.0 0.1 0.0
C 0.2101 -0.5560 -3.6637 0.0 0.1 -0.1
C 0.9425 -0.0829 -2.4298 0.1 0.0 0.0
C 2.4508 1.2779 0.3919 -0.1 0.0 0.0
C -3.5743 2.2047 -0.6952 0.0 0.0 0.0
C -2.9003 -1.2619 0.3665 0.1 0.0 0.1
C -2.9024 0.9383 -0.3984 0.2 -0.1 -0.1
C 4.5140 2.6838 -0.2699 0.0 0.0 0.0
C 4.9527 3.6490 -1.1646 0.0 0.0 0.0
C -4.0907 -5.1790 1.1813 0.0 0.0 0.0
C -5.0409 -4.3699 0.5450 0.0 0.0 0.0
C 2.3238 2.8239 -1.3111 0.1 0.0 0.0
C -4.7652 -3.0487 0.2335 0.0 0.0 0.0
C -1.2785 2.4761 -0.8716 -0.1 0.0 0.0
C 2.8993 -1.5009 2.7753 0.1 0.1 0.0
C 2.3467 -0.5779 1.7849 -0.1 -0.1 -0.1
C 3.1877 2.2915 -0.3595 0.1 0.0 0.0
C 4.1048 -1.4853 3.4537 0.0 0.0 0.0
C 4.0841 4.1864 -2.1155 0.0 0.0 0.0
C 1.9637 -2.5204 2.9705 0.0 0.0 0.0
C -2.5897 3.1564 -0.9469 0.1 -0.1 0.0
C -3.5097 -2.5623 0.5679 0.0 0.0 -0.1
C 2.2057 -3.5568 3.8571 0.0 0.0 0.0
C 0.9931 2.1149 -1.2217 0.0 -0.1 0.0
C 2.3999 -0.5143 -2.3987 0.0 0.1 0.0
C 0.8236 -2.2216 2.1223 -0.1 -0.1 -0.1
C -4.2637 4.7956 -1.2734 0.0 0.0 0.0
C -2.5575 -3.3717 1.2048 0.1 0.0 0.0
C 4.3491 -2.5233 4.3433 0.0 0.0 0.0
C -5.2508 3.8430 -1.0205 0.0 0.0 0.0
C -1.3727 -2.5664 1.3916 0.0 0.1 0.1
C 3.4133 -3.5426 4.5401 0.0 0.0 0.0
H 5.1680 2.2524 0.4765 0.0 0.0 0.0
H 3.6380 -4.3356 5.2417 0.0 0.0 0.0
H -2.1057 -5.3148 2.0185 0.0 0.0 0.0
H -4.3428 -6.2062 1.4102 0.0 0.0 0.0
H -6.0070 -4.7872 0.2939 0.0 0.0 0.0
H -4.5561 5.8131 -1.4986 0.0 0.0 0.0
H 1.4773 -4.3427 4.0062 0.0 0.0 0.0
H 4.8215 -0.6908 3.2948 0.0 0.0 0.0
H 4.4543 4.9368 -2.8024 0.0 0.0 0.0
H 2.0897 4.1928 -2.9491 0.0 0.0 0.0
H -6.2918 4.1356 -1.0530 0.0 0.0 0.0
H 5.9786 3.9899 -1.1268 0.0 0.0 0.0
H -5.6774 1.7809 -0.5341 0.0 0.0 0.0
H 5.2796 -2.5459 4.8951 0.0 0.0 0.0
H 0.7091 -0.1607 -4.5503 0.0 0.0 0.0
H 0.2125 -1.6445 -3.7153 0.0 0.0 0.0
H 2.4935 -1.5413 -2.7529 0.0 0.0 0.0
H 2.9715 0.1364 -3.0630 0.0 0.0 0.0
H -0.8179 -0.1956 -3.6563 0.0 0.0 0.0
H 2.8394 -0.4616 -1.4038 0.0 0.0 0.0
H -5.4953 -2.4138 -0.2511 0.0 0.0 0.0
H -2.1393 5.1929 -1.4454 0.0 0.0 0.0
H 0.4178 -0.5712 -1.5568 0.1 0.0 -0.2

---

4.
116
Properties=species:S:1:pos:R:3:forces:R:3 method="wB97M-V/def2-TZVPD" energy_ha=-7892.83794 homo_lumo_gap_ev=10.31 lumo_energy_ha=-0.0121
S 0.2887 -7.1264 2.5094 -1.1 -0.3 2.2
S -3.8765 -2.3119 -0.3527 -1.0 -1.6 0.4
S -0.6836 -5.6249 -1.6348 0.4 -0.9 1.6
S 1.3100 -1.5461 -0.0981 -1.1 -2.0 1.7
S 3.5827 0.9874 4.9852 -0.4 0.7 -0.8
S -1.2442 4.3490 -1.3239 -1.7 0.0 -0.2
S -4.8510 0.9570 -2.8327 2.0 1.2 -0.4
S 1.8946 1.1414 -4.8485 0.1 2.7 -3.7
S 5.1116 4.5249 -1.4791 0.2 0.5 -0.4
S -2.0537 -0.0587 3.4425 -0.5 -2.2 0.5
O 3.6218 2.4625 4.9609 -0.4 -3.9 -0.4
O -1.4761 -6.7880 -2.1051 2.8 3.2 0.8
O -3.1837 1.0355 -2.8035 -0.4 -2.0 2.4
O -0.4560 5.0138 -0.3203 -0.6 -0.2 -1.0
O -1.5931 2.8692 -0.7387 3.1 1.0 -1.9
O 2.8287 -0.2076 -4.9889 -1.3 1.3 0.9
O -0.9400 -6.0213 2.7919 0.2 -2.2 -0.1
O -2.8434 4.7781 -1.2754 3.7 1.6 -2.0
O 3.9559 0.3160 3.5424 3.0 5.7 0.3
O 2.5815 -2.0490 -0.5536 -1.1 0.7 0.0
O -3.0395 0.8261 4.3579 -1.4 -1.0 -2.2
O -1.3611 -4.6642 -0.7551 1.5 -1.6 -2.1
O 2.0394 0.3763 4.8404 1.9 1.4 1.3
O -2.8973 -2.9013 0.5823 -2.5 1.6 -2.5
O -5.3412 -0.1704 -3.5911 0.7 1.5 0.9
O 0.1708 -4.9030 -2.8033 -2.1 -0.2 -1.5
O -3.1244 -1.6576 -1.6513 -0.1 0.5 0.8
O 2.1564 4.2580 2.6708 0.4 -1.0 -0.9
O 4.2718 4.8347 -0.0705 1.9 0.1 -2.0
O 0.1193 -8.0271 1.3678 0.3 2.8 2.0
O 5.9700 3.3459 -1.2813 -2.0 2.6 -0.5
O -5.3732 1.2400 -1.5166 0.9 -0.5 -1.7
O 0.5184 -7.7942 3.8190 0.1 2.0 -3.1
O 5.6599 5.7570 -2.0884 -1.4 -3.0 1.7
O -2.3799 -1.5040 3.6272 1.1 4.5 -0.6
O 0.3812 -1.0751 -1.3628 1.9 -0.8 1.1
O -0.8125 4.3636 -2.7209 -0.7 -0.5 2.7
O -4.5866 -3.5232 -1.3577 0.9 0.6 2.8
O -4.9414 -1.4383 0.1937 2.8 -1.8 -1.7
O 4.3240 0.2994 5.9998 -0.8 0.4 -0.5
O 2.4046 2.2190 -5.7517 -0.9 -3.1 2.9
O -1.9328 0.4951 2.0932 0.1 -0.8 2.4
O 0.7895 -6.0651 -0.9510 -1.6 0.0 0.4
O 3.7528 4.0662 -2.3530 1.0 0.1 0.9
O 2.2080 1.5363 -3.3058 -0.6 -0.4 -1.5
O 0.5030 0.8112 -5.0323 1.4 -0.2 0.9
O -4.8324 2.3057 -3.7230 -1.1 0.0 0.4
O 1.2853 -5.8512 2.1795 1.1 -1.9 -0.5
O 0.5421 -2.4326 0.8249 1.9 2.9 -2.3
O 1.5611 -0.0677 0.5559 0.0 -1.6 -0.2
O -0.7664 0.3569 4.3727 0.2 -0.1 -1.0
C -3.5414 2.7706 -4.1235 0.6 0.1 -2.3
C -2.7766 2.7958 -0.0578 -2.4 -1.3 1.2
C -2.5512 1.6418 -3.9292 -1.7 -0.5 -0.1
C -0.2978 0.0956 -0.9598 0.2 1.8 0.8
C -1.1533 1.0909 5.5424 -1.1 0.3 0.8
C -2.4240 1.8115 5.1279 0.4 0.2 1.1
C 2.8637 4.8907 -0.2767 -0.2 -0.6 -0.3
C -3.2938 -2.4196 -2.8594 -0.5 -1.3 -0.5
C 1.4189 -4.3313 -2.4625 0.3 -0.5 2.2
C 2.5524 4.5527 -1.7530 -0.4 0.5 0.8
C 1.0170 -4.7502 3.0312 0.1 0.0 0.5
C -4.6490 -3.0927 -2.7122 -0.8 0.6 0.7
C 1.7423 -4.9953 -1.0629 0.2 0.0 -0.1
C 3.8470 -0.1094 -3.9970 1.5 1.1 0.1
C 1.9945 -0.6737 3.8818 -0.7 -0.7 -0.7
C 0.7714 0.9206 -0.0690 -2.1 -0.1 -1.2
C 1.3501 3.1231 3.1165 0.7 2.3 0.4
C -3.6768 3.9454 -0.5509 -0.3 -0.2 0.6
C 3.4260 -0.8689 3.2829 -1.9 -2.6 1.6
C -0.4881 -4.6860 3.0492 -0.1 0.0 -0.6
C 3.2937 0.7845 -2.8441 1.7 -2.2 1.2
H -3.1187 -1.8622 -3.7797 -0.3 0.6 0.5
H -5.5606 -2.4961 -2.7455 0.4 0.6 -0.6
H -0.9099 -4.1394 2.2058 0.1 0.5 0.3
H 1.8613 2.2101 2.8111 0.0 0.2 0.0
H 2.5231 4.1193 0.4141 -0.6 0.5 -0.1
H -1.5452 2.0125 -3.7326 -0.2 -0.3 0.4
H -3.1131 1.7813 -0.2713 -0.7 0.2 -0.2
H -2.6088 -3.2672 -2.8834 0.5 0.2 0.3
H -0.7825 -4.3151 4.0310 -0.6 -0.2 -0.2
H 1.2635 -0.2823 3.1743 0.1 -0.6 -0.3
H 2.1246 5.4252 -2.2468 0.6 0.1 -0.4
H 1.3996 3.2695 4.1955 -0.6 -0.9 0.1
H 1.8072 -4.3118 -0.2162 -1.2 0.1 -0.1
H 0.2690 1.5565 0.6599 0.0 -0.4 0.2
H 1.5005 -3.8361 2.6866 -0.2 -0.3 -0.7
H -1.1954 -0.2178 -0.4268 0.1 0.3 0.3
H 2.2143 -4.6288 -3.1458 -0.5 0.2 -0.4
H 1.3876 1.5740 -0.6866 0.2 -0.3 -0.2
H -3.9893 4.6094 0.2550 -0.7 -0.7 0.3
H -0.4312 1.7963 5.9538 0.6 -0.4 -0.7
H 1.7851 5.1339 2.7991 -0.6 -0.4 0.3
H 4.0964 1.3782 -2.4066 -0.2 0.5 -0.4
H -4.4624 3.6754 -1.2567 -0.2 -0.3 0.6
H -3.6522 2.9729 -5.1888 0.0 0.3 0.0
H -3.1114 1.9665 5.9595 0.2 0.1 0.1
H 3.0009 0.1141 -2.0361 -0.6 0.1 0.0
H -0.5705 0.6853 -1.8350 0.1 -0.3 0.0
H 0.3395 3.1870 2.7134 -0.1 -0.2 0.0
H 2.7309 -5.4400 -0.9483 -0.1 -0.5 -0.9
H 3.5141 -1.1559 2.2350 -0.3 0.3 0.0
H 1.4346 -4.9079 4.0256 -0.1 -0.5 0.1
H -4.8441 -3.9604 -3.3423 0.6 -0.1 0.1
H -1.4637 0.3977 6.3242 0.4 -0.3 0.0
H 4.7385 0.3650 -4.4072 -0.2 0.5 -0.5
H 4.2882 -1.0718 -3.7377 -1.1 -0.3 0.4
H -2.2533 2.7860 4.6705 0.0 -0.2 -0.7
H -2.5538 0.8712 -4.7001 0.2 0.4 -0.4
H 2.4458 5.8795 -0.0876 0.3 -0.1 0.5
H -2.6897 2.7887 1.0287 0.6 0.5 0.0
H 1.2661 -3.2556 -2.3755 0.4 -0.1 -0.2
H -3.1325 3.6688 -3.6608 -0.9 0.0 0.6
H 1.7157 3.8542 -1.7456 0.6 -0.7 -0.5
H 1.6384 -1.5658 4.3970 -0.1 0.0 -0.2
H 3.9757 -1.5773 3.9026 -0.1 -0.7 -0.2